{"formula": "C20H46IrP4Se", "method": "the ωB97M-V functional and the def2-TZVPD basis", "species": ["Ir", "P", "P", "P", "H", "C", "C", "H", "C", "C", "C", "C", "C", "C", "C", "C", "C", "H", "H", "H", "H", "H", "H", "H", "H", "H", "H", "H", "H", "H", "H", "H", "H", "H", "H", "H", "H", "H", "H", "H", "H", "H", "H", "H", "H", "H", "C", "C", "C", "C", "C", "C", "Se", "H", "H", "H", "H", "H", "H", "C", "P", "C", "C", "H", "H", "H", "H", "H", "H", "H", "H", "H"], "positions_angstrom": [[-0.027, -0.578, 0.850], [-1.437, -2.377, 1.292], [1.563, -0.739, 2.571], [1.339, -1.498, -0.636], [-3.132, 2.818, -4.747], [-3.449, 1.791, -4.955], [-3.260, 0.798, -4.092], [-2.779, 0.906, -3.124], [-3.010, -2.028, 2.146], [-0.712, -3.761, 2.258], [-1.994, -3.146, -0.281], [2.806, 0.600, 2.507], [0.879, -0.709, 4.277], [2.623, -2.239, 2.605], [0.598, -1.245, -2.270], [1.735, -3.262, -0.535], [2.975, -0.715, -0.758], [-3.932, 1.636, -5.922], [-3.615, -0.197, -4.360], [-3.501, -1.164, 1.692], [-2.844, -1.802, 3.200], [-3.721, -2.863, 2.104], [-0.278, -3.393, 3.191], [0.084, -4.265, 1.702], [-1.461, -4.518, 2.535], [-2.340, -2.356, -0.958], [-2.826, -3.853, -0.129], [-1.182, -3.678, -0.789], [3.558, 0.415, 3.282], [2.357, 1.582, 2.681], [3.322, 0.590, 1.541], [1.656, -1.070, 4.965], [0.013, -1.383, 4.365], [0.610, 0.312, 4.582], [3.172, -2.238, 3.555], [3.367, -2.223, 1.799], [2.020, -3.157, 2.574], [1.243, -1.760, -2.994], [0.548, -0.171, -2.503], [-0.414, -1.665, -2.317], [2.324, -3.488, -1.430], [0.846, -3.899, -0.531], [2.340, -3.492, 0.346], [3.436, -1.107, -1.674], [3.616, -0.970, 0.094], [2.887, 0.376, -0.834], [1.285, 3.379, -2.540], [0.094, 2.670, -2.809], [-0.310, 2.551, -4.132], [0.480, 3.110, -5.157], [1.723, 3.704, -4.877], [2.154, 3.784, -3.569], [1.810, 3.789, -0.774], [2.192, 2.348, -0.592], [-0.532, 2.242, -2.013], [-1.242, 2.045, -4.392], [0.163, 3.102, -6.188], [2.359, 4.075, -5.681], [3.144, 4.158, -3.320], [-0.069, 2.606, 2.454], [-1.073, 1.166, 1.930], [-2.063, 0.922, 3.462], [-2.235, 1.908, 0.740], [0.712, 2.317, 3.168], [-0.752, 3.300, 2.973], [0.375, 3.093, 1.578], [-2.259, 1.918, 3.890], [-3.040, 0.482, 3.250], [-1.524, 0.325, 4.208], [-2.823, 2.683, 1.250], [-1.657, 2.369, -0.070], [-2.911, 1.140, 0.336]], "forces_ev_per_angstrom": [[-0.8959, -1.1131, 2.7003], [-0.8032, -1.6965, 0.0810], [0.2965, -0.3679, 0.5531], [1.1206, 0.9299, -1.9774], [-0.2108, -0.2969, -0.0242], [0.0500, 0.2550, 0.0418], [-0.3253, -0.2552, -0.5867], [-0.0758, 0.1493, -0.0271], [-0.2404, 0.3239, 0.1826], [-0.0661, -0.0605, 0.1257], [-0.0938, 0.0502, -0.1681], [0.1061, -0.1013, 0.1945], [0.3688, -0.0787, 0.0298], [-0.0296, 0.0570, 0.2720], [0.3255, -0.3245, -0.4134], [-0.0884, -0.2753, 0.2072], [0.1764, -0.2061, -0.3666], [0.0776, -0.0318, 0.3541], [0.1304, 0.1315, 0.2126], [0.0284, -0.0610, -0.0473], [0.1245, -0.0300, -0.0582], [0.3961, -0.0423, -0.1799], [-0.0917, 0.0591, -0.0889], [-0.1441, 0.1164, -0.0319], [0.0557, 0.2758, -0.2497], [-0.0251, -0.1066, 0.1496], [0.3176, 0.2115, 0.1350], [-0.1690, 0.1003, 0.1940], [-0.0713, 0.0812, -0.0279], [0.2204, -0.3038, -0.1285], [-0.1956, 0.0672, 0.2306], [-0.1937, 0.1484, -0.0894], [0.2720, 0.3174, -0.0555], [0.0086, -0.3377, -0.1120], [-0.0370, 0.0018, -0.1670], [-0.2858, -0.0806, 0.2096], [0.2419, 0.3180, -0.0750], [-0.2586, 0.1604, -0.1951], [0.0713, -0.3582, 0.1218], [0.2917, 0.0801, 0.0270], [-0.0489, -0.0222, 0.0434], [0.1958, 0.1542, -0.0504], [-0.1412, 0.0707, -0.2144], [0.1320, 0.1820, 0.1839], [-0.1642, 0.0493, -0.2747], [-0.0007, -0.3639, -0.0134], [0.2306, -0.2791, 0.5806], [-0.8403, -0.6210, -1.0052], [-0.1896, -0.2380, 1.0277], [0.2818, 0.3643, -0.1249], [0.8741, 0.1020, 0.4701], [0.0061, 0.7128, -1.2595], [0.5704, -0.6005, -0.0197], [-0.6041, 0.4747, 0.3238], [0.4368, 0.3735, -0.3134], [0.4178, 0.1833, 0.1339], [-0.2578, -0.1995, -0.1192], [-0.2068, -0.1616, 0.1569], [-0.2913, 0.1612, -0.0823], [-0.1623, -0.0299, 0.1394], [-0.3481, 2.3197, -0.2574], [-0.0810, -0.2609, 0.0860], [-0.2589, 0.1307, 0.2788], [-0.3250, 0.1431, -0.1964], [0.3085, -0.1107, -0.3113], [-0.0866, -0.1143, 0.3009], [0.2066, -0.2589, -0.2386], [0.2459, -0.0717, -0.0039], [-0.2970, 0.1568, -0.2488], [0.0017, -0.0902, -0.2025], [-0.1895, -0.1495, 0.1865], [0.2063, 0.2872, 0.0715]], "mulliken_spin": [1.3958, 0.1774, -0.0238, 0.4360, -0.0001, 0.0002, 0.0001, 0.0077, 0.0379, 0.0380, 0.0427, 0.0816, 0.0462, 0.0520, 0.0983, 0.0576, 0.0748, 0.0000, 0.0000, 0.0057, -0.0008, 0.0089, -0.0034, -0.0025, 0.0055, 0.0024, 0.0099, -0.0043, 0.0099, -0.0152, -0.0195, 0.0018, 0.0000, -0.0013, 0.0010, 0.0004, -0.0034, 0.0104, -0.0306, -0.0203, 0.0078, -0.0077, 0.0000, 0.0026, 0.0001, -0.0267, 0.2858, -0.0448, 0.1111, 0.2344, 0.0811, 0.0185, 0.1884, 0.0506, 0.0493, 0.0326, -0.0029, 0.0061, 0.0017, 0.0411, 0.3399, 0.0590, 0.1014, 0.0043, 0.0040, -0.0075, 0.0067, -0.0042, -0.0008, 0.0097, -0.0123, -0.0066], "s2": 6.024, "total_charge": 3, "energy_ha": -4659.78248, "orbital_gap_ev": [6.88, 4.45], "e_homo_ha": [-0.5589, -0.6235], "e_above_lowest_kcal_mol": 0.00, "spin_multiplicity": 5}